Here is a 3-piece molecular cluster, C37H83Br2F4N8O6P2S overall from the OMol25 dataset. Energies are from ωB97M-V with the def2-TZVPD basis set.

Output
**Spin multiplicity**: 1
**HOMO**: -9.6 eV
**Orbital gap**: 0.272 Ha
**Net charge**: +1

Cartesian coordinates (Å):
C (8.210, -4.248, 4.556)
C (7.885, -4.538, 3.089)
C (6.524, -5.226, 2.889)
C (5.325, -4.552, 3.605)
C (4.207, -4.047, 2.652)
N (4.276, -2.570, 2.420)
F (3.951, -2.025, 3.666)
C (5.684, -2.127, 2.196)
C (5.773, -0.728, 1.612)
O (7.157, -0.469, 1.539)
C (7.582, 0.687, 2.272)
C (9.090, 0.589, 2.395)
O (9.564, 0.402, 1.070)
C (10.971, 0.451, 1.008)
C (11.405, 0.337, -0.460)
N (5.257, -0.754, 0.261)
C (5.172, 0.527, -0.352)
O (4.161, 1.366, 0.244)
C (4.496, 2.674, 0.394)
F (5.196, 2.857, 1.536)
F (5.170, 3.176, -0.648)
F (3.353, 3.373, 0.519)
C (4.099, -1.633, 0.021)
C (4.591, -2.895, -0.834)
Br (3.158, -3.167, -2.173)
C (5.868, -2.627, -1.664)
C (5.984, -3.531, -2.920)
Br (7.482, -2.975, -0.625)
C (3.328, -2.039, 1.305)
S (1.996, -3.220, 0.892)
C (2.555, -0.827, 1.919)
C (1.595, -0.149, 0.892)
C (0.128, -0.098, 1.424)
C (-0.219, 1.324, 1.894)
C (-0.419, 2.296, 0.707)
O (-1.716, 2.811, 0.604)
C (-2.664, 1.843, 0.161)
C (-2.433, 1.373, -1.281)
H (7.640, -3.364, 4.866)
H (7.870, -5.041, 5.223)
H (9.260, -4.021, 4.715)
H (8.650, -5.228, 2.723)
H (7.983, -3.642, 2.472)
H (6.645, -6.224, 3.313)
H (6.319, -5.389, 1.827)
H (4.867, -5.312, 4.237)
H (5.632, -3.774, 4.301)
H (3.281, -4.297, 3.156)
H (4.336, -4.591, 1.723)
H (6.145, -2.891, 1.574)
H (6.214, -2.089, 3.142)
H (5.309, 0.042, 2.238)
H (7.402, 1.557, 1.632)
H (7.093, 0.797, 3.242)
H (9.524, 1.511, 2.792)
H (9.377, -0.299, 2.972)
H (11.433, -0.386, 1.546)
H (11.373, 1.394, 1.394)
H (10.559, 0.086, -1.100)
H (11.829, 1.270, -0.829)
H (12.159, -0.437, -0.602)
H (4.930, 0.411, -1.409)
H (6.167, 0.974, -0.332)
H (3.444, -1.107, -0.663)
H (4.720, -3.784, -0.220)
H (5.855, -1.616, -2.058)
H (5.630, -4.543, -2.742)
H (7.053, -3.623, -3.116)
H (5.563, -3.061, -3.802)
H (1.055, -2.883, 1.794)
H (3.234, -0.070, 2.305)
H (1.898, -1.170, 2.713)
H (1.556, -0.681, -0.054)
H (1.900, 0.886, 0.790)
H (-0.517, -0.355, 0.580)
H (-0.059, -0.855, 2.192)
H (0.640, 1.680, 2.475)
H (-1.066, 1.308, 2.580)
H (0.242, 3.150, 0.867)
H (-0.064, 1.811, -0.210)
H (-3.633, 2.339, 0.192)
H (-2.697, 1.023, 0.886)
H (-3.267, 0.797, -1.670)
H (-2.157, 2.185, -1.952)
H (-1.572, 0.694, -1.260)
O (-4.685, 4.338, -2.251)
P (-5.877, 4.790, -3.045)
N (-7.106, 3.849, -2.281)
C (-8.371, 3.435, -2.855)
C (-7.232, 4.064, -0.843)
N (-5.440, 4.106, -4.564)
C (-6.321, 3.265, -5.351)
C (-4.065, 3.642, -4.704)
N (-6.975, 5.893, -3.830)
C (-6.338, 6.754, -4.861)
C (-7.612, 6.836, -2.873)
H (-9.104, 4.247, -2.958)
H (-8.826, 2.672, -2.218)
H (-8.255, 2.963, -3.824)
H (-7.690, 5.032, -0.594)
H (-6.254, 4.033, -0.360)
H (-7.833, 3.285, -0.374)
H (-6.459, 2.274, -4.899)
H (-5.906, 3.116, -6.352)
H (-7.292, 3.735, -5.509)
H (-3.908, 2.666, -4.226)
H (-3.365, 4.352, -4.275)
H (-3.812, 3.550, -5.764)
H (-5.512, 7.343, -4.452)
H (-7.081, 7.437, -5.273)
H (-5.962, 6.171, -5.695)
H (-6.876, 7.377, -2.273)
H (-8.292, 6.317, -2.198)
H (-8.218, 7.563, -3.411)
O (-4.785, -1.087, 0.539)
P (-6.232, -1.474, 0.675)
N (-6.213, -2.978, -0.172)
C (-7.340, -3.620, -0.822)
C (-5.282, -3.970, 0.359)
N (-6.921, -0.231, -0.294)
C (-7.858, -0.474, -1.372)
C (-6.050, 0.885, -0.645)
N (-7.768, -1.743, 1.460)
C (-8.335, -0.535, 2.113)
C (-7.684, -2.766, 2.534)
H (-8.071, -4.055, -0.125)
H (-6.978, -4.432, -1.456)
H (-7.871, -2.953, -1.491)
H (-5.619, -4.405, 1.311)
H (-4.302, -3.524, 0.530)
H (-5.140, -4.788, -0.348)
H (-7.376, -0.939, -2.242)
H (-8.302, 0.467, -1.706)
H (-8.698, -1.090, -1.047)
H (-5.371, 0.628, -1.465)
H (-5.462, 1.209, 0.208)
H (-6.637, 1.747, -0.953)
H (-7.654, -0.110, 2.856)
H (-9.271, -0.796, 2.610)
H (-8.578, 0.237, 1.390)
H (-6.906, -2.535, 3.266)
H (-7.488, -3.756, 2.124)
H (-8.637, -2.839, 3.057)

Here are the Mulliken charges for atoms 1 to 2, given in e: C -1.358; C 0.049